# 1
Density functional theory data (ωB97M-V with the def2-TZVPD basis set) for C25H50ClI2N2O7 as an isolated structure in a non-equilibrium geometry.

## Properties
Total charge: +1
Gap between HOMO and LUMO (eV): 7.448
HOMO level (eV): -10.84

The geometry in XYZ format:
```
87
Properties=species:S:1:pos:R:3:mulliken_charge:R:1
C -0.363 -4.759 -1.112 -0.5344
O 0.201 -3.445 -1.177 -0.2998
C 1.628 -3.518 -1.375 -0.7435
C 2.381 -3.281 -0.012 -0.2567
C 3.773 -2.590 -0.350 -0.9710
C 3.914 -1.228 0.426 -0.7759
C 3.913 0.052 -0.478 -0.3478
C 2.782 0.085 -1.562 -0.8145
C 1.407 0.177 -0.795 0.6739
C 0.268 0.883 -1.613 -1.2491
C -1.100 0.162 -1.290 0.1195
C -2.223 1.106 -0.750 -1.2101
C -2.026 1.772 0.702 0.2820
C -0.657 1.607 1.412 -1.4274
O -0.350 0.236 1.746 -0.0889
N 0.673 0.283 2.685 0.1427
O 0.932 -0.821 3.002 -0.2698
C -3.231 1.215 1.622 -0.1246
Cl -2.918 0.970 3.372 -0.1556
C -3.569 -0.068 0.752 -0.7839
O -4.596 -0.913 1.148 -0.2343
C -4.148 -1.919 2.071 -0.3278
C -5.135 -3.148 1.995 -0.1719
C -4.897 -3.791 0.575 -0.5933
O -6.476 -2.791 2.228 -0.5711
N -3.619 0.550 -0.599 0.5558
C -4.261 -0.171 -1.729 -1.2944
I -3.783 0.781 -3.659 0.2530
C -5.841 -0.155 -1.608 -0.3338
C -6.479 -1.052 -2.747 -1.2336
I -6.661 1.840 -1.857 0.2403
H -0.622 -5.132 -2.131 0.2851
H 0.388 -5.452 -0.674 0.3505
H -1.307 -4.767 -0.524 -0.0023
H 1.937 -4.496 -1.819 0.5299
H 1.871 -2.744 -2.132 0.2035
H 2.506 -4.245 0.526 0.4838
H 1.721 -2.639 0.610 0.1198
H 3.919 -2.502 -1.445 0.5718
H 4.552 -3.284 0.046 0.4118
H 4.908 -1.257 0.938 0.5726
H 3.165 -1.204 1.249 0.1890
H 4.923 0.165 -0.928 0.4464
H 3.772 0.927 0.199 -0.1729
H 2.893 1.017 -2.154 0.4443
H 2.839 -0.847 -2.156 0.3397
H 1.613 0.731 0.153 -0.2235
H 1.152 -0.861 -0.484 -0.3475
H 0.498 0.689 -2.686 0.4231
H 0.217 1.978 -1.406 0.5017
H -0.953 -0.639 -0.524 0.0146
H -1.405 -0.384 -2.212 0.6660
H -2.148 2.009 -1.399 0.6232
H -2.178 2.868 0.579 0.3372
H 0.132 2.084 0.782 0.4420
H -0.673 2.204 2.353 0.8349
H -3.970 2.048 1.576 0.4262
H -2.600 -0.616 0.803 0.4988
H -3.135 -2.328 1.855 0.3310
H -4.104 -1.484 3.094 0.2741
H -4.743 -3.892 2.724 0.4242
H -5.576 -4.646 0.376 0.3630
H -3.850 -4.169 0.481 0.1974
H -4.985 -2.992 -0.204 -0.0907
H -6.748 -2.305 1.443 0.3790
H -4.164 1.414 -0.425 0.3315
H -3.879 -1.213 -1.818 0.6784
H -6.193 -0.585 -0.651 0.5267
H -7.536 -1.208 -2.421 0.4385
H -6.523 -0.536 -3.723 0.4051
H -6.006 -2.057 -2.785 0.3154
C 6.546 2.733 0.888 -0.6748
O 5.658 3.344 -0.035 -0.3832
C 4.470 3.816 0.591 -0.1425
C 4.505 5.322 0.780 -0.7471
O 5.485 5.700 1.736 -0.3741
C 6.660 6.223 1.134 -0.6884
H 7.499 2.569 0.386 0.2531
H 6.717 3.366 1.762 0.3681
H 6.147 1.764 1.206 0.2317
H 4.304 3.309 1.547 0.3776
H 3.636 3.562 -0.074 0.1772
H 3.536 5.650 1.171 0.3701
H 4.672 5.830 -0.175 0.3717
H 6.461 7.218 0.725 0.3242
H 7.035 5.568 0.344 0.2941
H 7.423 6.310 1.907 0.2450
```

# 2
Density functional theory data (ωB97M-V with the def2-TZVPD basis set) for a 2-piece molecular cluster, C25H50F3N5O7PSi overall.

## Properties
Total charge: +1
Gap between HOMO and LUMO (eV): 9.593
HOMO level (eV): -12.19

The geometry in XYZ format:
```
92
Properties=species:S:1:pos:R:3:mulliken_charge:R:1
C -1.818 4.991 -0.690 -0.9029
C -2.043 5.140 0.829 -0.3226
C -0.768 5.036 1.694 -0.6290
C -0.836 4.004 2.842 -1.2690
C -0.112 2.704 2.481 -1.0176
C -0.869 1.903 1.407 0.8723
C -0.765 0.385 1.560 -3.2801
N 0.642 -0.011 1.125 1.0186
P 1.608 -0.700 2.494 -0.0292
N 2.639 0.581 2.777 -0.3539
O 2.577 -1.626 1.539 -0.5039
C 0.711 -0.655 -0.060 -0.7316
N 1.629 -0.356 -0.988 0.1453
N 2.547 0.674 -0.933 0.0989
C 3.813 0.470 -0.268 0.6663
C 4.466 -0.844 -0.573 -1.2668
O 4.307 1.362 0.341 -0.5054
C 1.918 1.994 -0.956 0.4911
C 1.360 2.369 -2.297 -1.2155
O 1.892 2.685 0.004 -0.4323
N -0.152 -1.633 -0.367 0.2090
C -1.238 -1.814 0.619 -1.3221
C -2.111 -3.049 0.274 -0.8952
C -1.560 -3.921 -0.838 -0.2827
O -0.705 -4.731 -0.650 -0.4865
C -1.900 -0.435 0.852 2.6411
C -2.322 0.298 -0.448 -0.5835
C -3.087 -0.462 -1.529 -1.7902
O -2.155 -1.249 -2.297 -0.3019
C -2.407 -1.306 -3.680 -1.0200
C -1.873 -0.061 -4.419 0.9918
F -1.314 0.811 -3.572 -0.1769
F -2.830 0.578 -5.077 -0.2963
F -0.928 -0.393 -5.297 -0.3116
Si -3.318 -0.590 2.157 0.4558
C -4.943 -1.170 1.423 -1.3345
C -3.646 1.049 2.997 -1.1458
C -2.778 -1.832 3.460 -1.2729
H -2.145 5.874 -1.244 0.3797
H -2.365 4.135 -1.099 0.1194
H -0.758 4.844 -0.918 0.1514
H -2.760 4.380 1.159 0.1077
H -2.523 6.103 1.023 0.5102
H 0.077 4.765 1.048 0.2210
H -0.530 6.015 2.118 0.4515
H -0.416 4.416 3.764 0.4928
H -1.889 3.779 3.055 0.3947
H 0.032 2.082 3.374 0.5710
H 0.880 2.971 2.102 0.1684
H -1.919 2.204 1.427 0.0612
H -0.499 2.172 0.412 -0.3350
H -0.802 0.153 2.635 1.8242
H 2.586 1.377 2.144 0.1884
H 2.576 0.895 3.741 0.3482
H 2.408 -2.564 1.726 0.3452
H 1.648 -0.927 -1.827 0.3366
H 4.838 -1.292 0.347 0.2885
H 5.317 -0.632 -1.226 0.4776
H 3.821 -1.541 -1.107 0.2681
H 0.442 2.946 -2.174 0.2415
H 2.104 3.024 -2.766 0.4765
H 1.217 1.513 -2.955 0.2615
H -0.528 -1.556 -1.318 0.3192
H -0.746 -2.069 1.562 1.3254
H -3.142 -2.775 0.052 0.0162
H -2.127 -3.704 1.150 0.5624
H -1.988 -3.787 -1.847 0.3788
H -2.935 1.165 -0.176 0.7948
H -1.442 0.715 -0.955 -0.0339
H -3.591 0.261 -2.178 0.6312
H -3.860 -1.127 -1.131 0.3620
H -1.893 -2.182 -4.081 0.4364
H -3.475 -1.401 -3.897 0.4221
H -5.275 -0.615 0.541 0.3497
H -5.705 -1.009 2.195 0.4925
H -4.947 -2.242 1.205 0.3465
H -2.806 1.396 3.606 0.2787
H -3.904 1.841 2.287 0.2794
H -4.513 0.909 3.651 0.5905
H -3.178 -2.826 3.240 0.3444
H -1.694 -1.903 3.591 0.3120
H -3.202 -1.518 4.419 0.5039
C 6.650 -3.712 -1.775 -0.2074
C 6.639 -5.208 -1.999 -0.5621
O 6.710 -5.499 -3.392 -0.5378
O 5.583 -3.093 -2.483 -0.4675
H 6.526 -3.481 -0.716 0.2641
H 7.609 -3.294 -2.108 0.2758
H 5.689 -5.624 -1.664 0.2943
H 7.449 -5.692 -1.446 0.3259
H 7.600 -5.302 -3.705 0.3232
H 5.524 -3.560 -3.328 0.3184
```

Question: What is the HOMO level in the second record?
Answer: -12.19 eV

Question: Look up the gap between HOMO and LUMO of the second one.
Answer: 9.593 eV